1.
DFT (ωB97M-V/def2-TZVPD) results for a molecular structure, C11H13BClNRu.

The molar mass comes out at 306.57 g mol⁻¹. The expectation value of S² is 6.04. As for the strongest force on any atom: 3.47 eV/Å. Its multiplicity is 5. The total energy is -1061.4147 Eh.

Each line ends with the Löwdin spin population.
Atoms and positions in Å:
1 C -2.4838 -1.0790 -0.2414  0.050
2 C -1.8914 -1.3108 -1.5584  0.075
3 C -1.5414 -0.0210 -2.1017  0.154
4 H -1.7598 -2.2997 -2.0185  0.010
5 C -1.9281 0.9912 -1.1995  0.061
6 C -2.3277 0.3678 0.0296  0.075
7 H -2.5962 0.8794 0.9625  0.003
8 H -2.9649 -1.8245 0.3881  0.017
9 H -1.0487 0.1386 -3.0678  0.010
10 H -1.9747 2.0703 -1.3854  0.002
11 Ru -0.5874 -1.0353 0.1476  2.088
12 Cl 0.2731 -2.7971 1.2012  0.274
13 C 2.1167 0.3572 -0.1126  0.281
14 C 2.3984 1.5862 -0.7930  0.295
15 C 2.2615 1.3962 -2.2178  0.048
16 H 2.4856 2.5635 -0.2808  0.011
17 C 1.9356 0.0331 -2.4264  0.352
18 C 1.8074 -0.6304 -1.1222  0.075
19 H 1.6736 -1.7350 -0.8836  -0.001
20 H 2.2480 0.0873 0.9618  0.006
21 H 2.2837 2.1883 -2.9910  -0.003
22 H 1.8614 -0.4900 -3.3716  0.017
23 B -0.0134 0.0503 4.1675  0.004
24 C -0.1066 0.2456 2.6907  0.022
25 N -0.1508 0.2807 1.5114  0.068
26 H -0.9796 0.5491 4.7451  0.004
27 H 1.0026 0.5636 4.6106  0.001
28 H 0.0070 -1.1255 4.3555  -0.001

Atoms 1-2, force components in eV/Å:
C -2.7 0.8 -1.2
C -0.1 -0.5 0.8

2.
DFT (ωB97M-V/def2-TZVPD) results for 2 unconnected molecules or ions with the total composition C4H15N3O.

The molar mass comes out at 121.18 g mol⁻¹. As for the strongest force on any atom: 1.61 eV/Å. The energy above the lowest of the compared OMol25 structures with the same formula, charge and spin is 1.154 eV. Its multiplicity is 1. The total energy is -400.8758 Eh. The SMILES is NCC[C@H](N)CN.O.

Each line ends with the natural charge from an NBO analysis.
Atoms and positions in Å:
1 N -1.7372 1.6136 0.4320  -0.848
2 C -0.4622 2.1411 -0.0900  -0.216
3 C 0.3978 1.2000 -0.9035  -0.430
4 C 0.7143 -0.1518 -0.2359  -0.102
5 N 2.1401 -0.2607 0.1148  -0.847
6 C 0.2332 -1.3719 -0.9851  -0.215
7 N -1.2410 -1.3406 -1.2053  -0.844
8 H -1.6040 1.7251 1.4472  0.362
9 H -1.8892 0.6371 0.2279  0.362
10 H 0.1369 2.5822 0.7302  0.170
11 H -0.7961 2.9458 -0.7416  0.186
12 H -0.2447 1.0301 -1.7666  0.186
13 H 1.2732 1.7318 -1.3081  0.216
14 H 0.1370 -0.0937 0.6952  0.229
15 H 2.8149 -0.0759 -0.6137  0.360
16 H 2.2865 0.3739 0.8800  0.361
17 H 0.8626 -1.5844 -1.8906  0.166
18 H 0.3941 -2.2947 -0.4387  0.191
19 H -1.5414 -0.4143 -1.4853  0.345
20 H -1.5184 -1.9009 -2.0036  0.362
21 O 0.0233 -1.4375 2.4798  -0.951
22 H 0.8248 -1.9207 2.2171  0.481
23 H -0.7291 -2.0227 2.3424  0.477

Atoms 1-2, force components in eV/Å:
N 0.8 0.4 1.4
C 0.0 0.8 0.1

3.
DFT (ωB97M-V/def2-TZVPD) results for a single C3H9N3S molecule.

The molar mass comes out at 119.19 g mol⁻¹. As for the strongest force on any atom: 1.61 eV/Å. The energy above the lowest of the compared OMol25 structures with the same formula, charge and spin is 0.706 eV. Its multiplicity is 1. The total energy is -682.1399 Eh. The SMILES is CCNC(=S)NN.

Each line ends with the natural charge from an NBO analysis.
Atoms and positions in Å:
1 C 3.0598 0.7469 0.8553  -0.619
2 C 1.9753 0.0111 0.0976  -0.235
3 N 0.6913 0.5478 0.4322  -0.597
4 C -0.4571 0.0411 -0.0215  0.287
5 S -1.9230 0.7237 0.3999  -0.337
6 N -0.3922 -0.9918 -0.8539  -0.439
7 N -1.4520 -1.7118 -1.3392  -0.624
8 H 4.0737 0.3316 0.7999  0.227
9 H 3.1793 1.8083 0.5456  0.215
10 H 2.8810 0.7537 1.8993  0.212
11 H 2.2118 0.0670 -1.0231  0.194
12 H 1.9480 -1.0303 0.4429  0.191
13 H 0.5969 1.2883 1.1002  0.422
14 H 0.4973 -1.3439 -1.1096  0.381
15 H -1.9542 -2.1044 -0.5395  0.357
16 H -2.0633 -1.0540 -1.7767  0.366

Atoms 1-2, force components in eV/Å:
C 1.1 1.0 -0.6
C 1.0 -0.3 -0.6

4.
DFT (ωB97M-V/def2-TZVPD) results for a molecular structure, C16H22F6N3O12PTi.

The molar mass comes out at 641.19 g mol⁻¹. The expectation value of S² is 0.75. As for the strongest force on any atom: 1.20 eV/Å. The energy above the lowest of the compared OMol25 structures with the same formula, charge and spin is 0.000 eV. Its multiplicity is 2. The total energy is -3479.8658 Eh. As for the charge: +1.

Each line ends with the Löwdin spin population.
Atoms and positions in Å:
1 Ti 0.4491 0.0578 0.4682  0.940
2 C -2.4094 -1.1869 0.9097  0.000
3 C -2.5971 0.2819 1.1648  0.000
4 O -1.5424 1.0127 0.4714  0.014
5 C -1.6217 2.4218 0.7985  0.000
6 C -0.3647 3.0771 0.2858  0.000
7 O 0.7030 2.2231 0.6713  -0.002
8 C 1.9888 2.8724 0.6428  0.000
9 C 3.0699 1.8215 0.4312  0.000
10 O 2.5422 0.5386 0.7959  0.007
11 C 3.4847 -0.5482 0.6811  0.000
12 C 2.9152 -1.6329 1.5714  0.000
13 O 1.5559 -1.7995 1.1267  0.009
14 C 0.7853 -2.6952 1.9377  0.000
15 C -0.6128 -2.7599 1.3713  0.000
16 O -1.0650 -1.3952 1.3017  -0.003
17 H -2.5542 -1.4519 -0.1380  0.000
18 H -3.0911 -1.7723 1.5303  0.000
19 H -2.4968 0.4989 2.2316  0.000
20 H -3.5676 0.6123 0.7925  0.000
21 H -1.6953 2.5210 1.8849  0.000
22 H -2.5030 2.8437 0.3133  0.000
23 H -0.2523 4.0517 0.7649  0.000
24 H -0.3641 3.2049 -0.8004  0.000
25 H 2.1057 3.4012 1.5881  0.000
26 H 2.0035 3.5792 -0.1881  0.000
27 H 3.9205 2.0302 1.0810  0.000
28 H 3.3992 1.7779 -0.6070  0.000
29 H 4.4673 -0.2160 1.0144  0.000
30 H 3.5438 -0.8616 -0.3644  0.000
31 H 2.9245 -1.3271 2.6206  0.000
32 H 3.4547 -2.5722 1.4378  0.000
33 H 0.7896 -2.3079 2.9580  0.000
34 H 1.2318 -3.6908 1.8944  0.000
35 H -1.2621 -3.3200 2.0460  0.000
36 H -0.6196 -3.2008 0.3756  0.000
37 O -3.4581 -1.3896 -6.2204  0.000
38 N -2.7774 -0.4444 -5.8847  0.000
39 O -2.6515 0.6006 -6.4785  0.000
40 C -1.9941 -0.6145 -4.6527  0.001
41 C -1.1771 0.3962 -4.2233  0.000
42 C -0.4379 0.2537 -3.0458  0.001
43 C -0.5108 -0.9374 -2.2583  0.002
44 O 0.0952 -1.1446 -1.1351  0.012
45 C -1.3510 -1.9465 -2.7955  0.001
46 C -2.0909 -1.8091 -3.9341  0.000
47 N -1.4352 -3.2008 -2.0399  0.000
48 O -2.4908 -3.4283 -1.4815  0.000
49 O -0.4518 -3.8989 -1.9943  0.000
50 N 0.4217 1.3191 -2.6641  0.000
51 O 0.4640 2.3393 -3.3083  -0.002
52 O 1.1173 1.1607 -1.6595  0.006
53 H -1.1065 1.3048 -4.8067  0.000
54 H -2.7382 -2.6051 -4.2784  0.000
55 F 0.3492 0.3701 2.5659  0.012
56 P 0.8582 1.1738 4.0532  0.000
57 F -0.4786 0.5836 4.6827  0.000
58 F 0.0394 2.4519 3.5100  0.000
59 F 1.3113 1.8853 5.3844  0.000
60 F 1.6345 -0.1935 4.3755  0.000
61 F 2.1437 1.6840 3.2246  0.000

Atoms 1-2, force components in eV/Å:
Ti 0.2 0.1 0.5
C 0.0 0.5 -0.1

> Look up the strongest force on any atom of the fourth one.

1.20 eV/Å

> multiplicity of number 2 (C4H15N3O)?

1

> The lowest strongest force on any atom belongs to which entry?

C16H22F6N3O12PTi

> Which formula does entry 2 have?

C4H15N3O